Below is C34H49NO2OsSSbSi3 as an isolated structure, with properties calculated with ωB97M-V/def2-TZVPD.

```
92
C34H49NO2OsSSbSi3, DFT ωB97M-V/def2-TZVPD
Os 1.388 0.693 -0.314
O 2.937 0.145 -1.581
C 4.146 -0.345 -0.950
C 3.710 -1.007 0.321
C 4.487 -1.955 0.952
C 4.048 -2.498 2.153
C 2.827 -2.098 2.672
C 2.085 -1.164 1.981
N 2.526 -0.607 0.842
H 3.061 0.522 -2.461
H 4.805 0.499 -0.739
H 4.634 -1.039 -1.633
H 5.424 -2.265 0.510
H 4.649 -3.238 2.664
H 2.442 -2.510 3.594
H 1.112 -0.841 2.324
C 4.166 2.108 1.384
O 2.962 2.143 0.600
Si 2.160 3.514 -0.028
C 2.933 3.913 -1.670
C 2.172 4.983 1.089
C 0.596 2.438 -0.154
Si -0.341 2.422 1.598
C 0.876 2.194 3.003
C -1.227 4.059 1.716
C -1.537 0.988 1.680
Si -0.493 2.931 -1.745
C 0.372 2.424 -3.329
C -0.687 4.792 -1.668
C -2.182 2.163 -1.633
H 4.115 2.875 2.155
H 5.037 2.288 0.754
H 4.245 1.137 1.868
H 3.361 3.039 -2.164
H 3.750 4.621 -1.505
H 2.247 4.385 -2.372
H 3.165 5.438 1.097
H 1.879 4.787 2.118
H 1.493 5.742 0.694
H 1.524 3.046 3.199
H 1.513 1.319 2.887
H 0.276 2.044 3.906
H -0.849 4.825 1.045
H -1.121 4.439 2.735
H -2.293 3.934 1.521
H -1.004 0.040 1.806
H -2.155 0.929 0.785
H -2.195 1.108 2.545
H 0.271 3.217 -4.072
H -0.080 1.524 -3.747
H 1.442 2.237 -3.218
H 0.185 5.363 -1.351
H -1.524 5.072 -1.030
H -0.927 5.134 -2.678
H -2.186 1.074 -1.682
H -2.740 2.519 -2.505
H -2.736 2.487 -0.752
S 0.058 -0.642 -1.436
Sb -1.576 -2.202 -0.449
C -3.504 -1.413 -0.584
C -4.107 -1.559 -1.833
C -5.404 -1.102 -2.018
C -6.091 -0.518 -0.963
C -5.488 -0.385 0.282
C -4.190 -0.826 0.478
C -0.998 -3.011 1.387
C 0.040 -3.944 1.358
C 0.406 -4.587 2.531
C -0.257 -4.300 3.717
C -1.289 -3.369 3.741
C -1.664 -2.718 2.575
C -1.410 -3.709 -1.881
C -1.014 -3.444 -3.189
C -1.033 -4.471 -4.121
C -1.446 -5.744 -3.749
C -1.846 -6.001 -2.445
C -1.832 -4.983 -1.502
H -3.591 -2.041 -2.655
H -5.879 -1.214 -2.983
H -7.106 -0.175 -1.108
H -6.035 0.054 1.105
H -3.738 -0.714 1.453
H 0.541 -4.192 0.429
H 1.192 -5.330 2.514
H 0.021 -4.816 4.626
H -1.814 -3.165 4.664
H -2.481 -2.011 2.604
H -0.697 -2.456 -3.496
H -0.729 -4.277 -5.140
H -1.460 -6.539 -4.481
H -2.173 -6.991 -2.160
H -2.153 -5.194 -0.488
```

Properties
- Charge: +3
- Energy relative to the best compared isomer or geometry (same formula, charge and spin): 4.7 kJ/mol
- HOMO-LUMO gap: 6.595 eV
- Strongest force on any atom: 0.4 eV/A

These are the Löwdin partial charges, in e, on atoms 1 to 8: 1.15, -0.21, -0.07, -0.23, 0.04, 0.03, 0.00, -0.09

Below is C4H6CuLiO2 as an isolated structure, with properties calculated with ωB97M-V/def2-TZVPD.

```
14
C4H6CuLiO2, DFT ωB97M-V/def2-TZVPD
O -1.133 0.891 -0.643
C -1.858 0.282 0.191
C -2.095 -1.049 0.473
Cu 0.817 1.936 -0.097
Li -0.551 -0.219 -2.178
H -2.619 -1.615 -0.311
H -2.351 -1.328 1.497
C 1.587 -1.132 -0.352
C 0.717 -2.163 -0.017
O 1.688 -0.040 0.509
H 2.555 -1.310 -0.828
H 0.917 -3.157 -0.418
H 0.277 -2.145 0.985
H 1.515 -0.316 1.419
```

Properties
- Charge: +1
- Energy relative to the best compared isomer or geometry (same formula, charge and spin): 108.9 kJ/mol
- HOMO-LUMO gap (spin up / spin down): 4.868 / 6.266 eV
- Strongest force on any atom: 3.5 eV/A
- Multiplicity: 2

These are the Löwdin partial charges, in e, on atoms 1 to 8: -0.29, -0.32, -0.09, 0.68, 0.80, 0.05, 0.04, -0.24

Below is C24H43N4O3PdS4 as an isolated structure, with properties calculated with ωB97M-V/def2-TZVPD.

```
79
C24H43N4O3PdS4, DFT ωB97M-V/def2-TZVPD
Pd 0.043 -0.550 -0.428
O 4.451 -0.234 -1.120
C 4.915 -0.268 0.114
C 6.298 -0.194 0.287
C 6.823 -0.243 1.552
C 6.003 -0.365 2.700
C 4.656 -0.429 2.563
C 4.054 -0.377 1.264
C 2.665 -0.427 1.081
O 2.081 -0.386 -0.033
N 1.909 -0.540 2.320
N 0.691 -0.690 2.142
C -0.029 -0.713 3.367
S 0.691 -0.464 4.860
C -0.798 -0.972 5.791
C -2.018 -0.582 4.982
S -1.676 -0.992 3.234
H 3.480 -0.301 -1.124
H 6.922 -0.106 -0.591
H 7.897 -0.187 1.680
H 6.460 -0.403 3.678
H 4.023 -0.518 3.431
H -0.778 -0.479 6.762
H -0.718 -2.050 5.935
H -2.218 0.490 5.011
H -2.908 -1.125 5.296
C -3.291 1.931 0.538
C -4.490 1.028 0.301
C -4.358 0.123 -0.920
S -3.226 -1.259 -0.671
O -1.843 -0.766 -1.129
C -3.741 -2.288 -2.051
C -2.834 -3.502 -2.208
C -3.055 -4.556 -1.131
H -3.411 2.493 1.465
H -3.184 2.653 -0.274
H -2.367 1.356 0.593
H -5.384 1.636 0.154
H -4.687 0.414 1.184
H -3.976 0.647 -1.800
H -5.320 -0.328 -1.172
H -3.750 -1.650 -2.937
H -4.767 -2.577 -1.807
H -1.794 -3.158 -2.211
H -3.026 -3.923 -3.196
H -2.860 -4.161 -0.130
H -2.406 -5.417 -1.285
H -4.081 -4.923 -1.146
C 1.257 4.252 0.209
C -0.069 4.196 -0.541
N -0.017 3.404 -1.777
C -0.003 4.186 -3.030
C 1.295 4.949 -3.232
C 0.042 2.080 -1.746
C 0.186 1.313 -3.025
N -0.020 1.412 -0.608
H 1.170 4.933 1.054
H 2.050 4.619 -0.439
H 1.563 3.277 0.591
H -0.372 5.201 -0.830
H -0.877 3.814 0.093
H -0.851 4.871 -2.976
H -0.191 3.521 -3.867
H 1.424 5.738 -2.492
H 1.286 5.422 -4.213
H 2.158 4.283 -3.186
H -0.716 1.405 -3.630
H 0.348 0.257 -2.823
H 1.025 1.692 -3.607
H -0.162 1.970 0.221
C 0.656 -4.236 -1.946
S 0.808 -3.042 -0.605
C 0.324 -4.049 0.812
H -0.328 -4.697 -1.957
H 1.429 -4.987 -1.798
H 0.832 -3.716 -2.885
H 1.107 -4.771 1.031
H -0.613 -4.567 0.613
H 0.191 -3.391 1.668
```

Properties
- Charge: +3
- Energy relative to the best compared isomer or geometry (same formula, charge and spin): 61.4 kJ/mol
- HOMO-LUMO gap (spin up / spin down): 5.202 / 5.201 eV
- Strongest force on any atom: 1.6 eV/A

These are the Löwdin partial charges, in e, on atoms 1 to 8: 0.84, 0.16, -0.20, 0.04, 0.02, -0.03, 0.00, -0.05

Below is one molecule with the formula C3H9N, with properties calculated with ωB97M-V/def2-TZVPD.

```
13
C3H9N, DFT ωB97M-V/def2-TZVPD
C 0.046 0.885 0.998
C -0.079 0.271 -0.396
C -0.963 -0.951 -0.357
H 0.783 1.723 1.019
H 0.350 0.189 1.765
H -0.905 1.307 1.305
H -0.431 1.015 -1.126
H -1.097 -1.333 -1.402
H -1.947 -0.753 0.056
H -0.426 -1.759 0.217
H 1.553 -1.005 -0.416
H 1.913 0.569 -0.711
N 1.202 -0.160 -0.951
```

Properties
- Charge: 0
- Energy relative to the best compared isomer or geometry (same formula, charge and spin): 15.1 kJ/mol
- HOMO-LUMO gap: 10.571 eV
- Strongest force on any atom: 2.3 eV/A
- SMILES: CC(C)N

These are the Löwdin partial charges, in e, on atoms 1 to 8: -0.09, -0.55, -0.10, 0.08, 0.07, 0.07, 0.13, 0.09

Below is C20H36InO4Sb2 as an isolated structure, with properties calculated with ωB97M-V/def2-TZVPD.

```
63
C20H36InO4Sb2, DFT ωB97M-V/def2-TZVPD
In 1.432 2.399 -0.668
C 0.332 5.590 -0.257
C 1.805 5.550 -0.628
O 2.489 4.401 -0.096
C 3.022 4.457 1.238
C 1.960 4.250 2.299
O 1.146 3.125 1.928
C -0.067 3.106 2.659
C -0.948 1.961 2.211
O -1.114 1.839 0.756
C -2.043 2.763 0.099
C -1.576 4.204 0.035
O -0.253 4.292 -0.479
H -0.168 6.336 -0.880
H 0.182 5.865 0.790
H 2.294 6.465 -0.292
H 1.926 5.481 -1.709
H 3.528 5.410 1.395
H 3.770 3.665 1.278
H 1.325 5.133 2.403
H 2.441 4.068 3.263
H -0.572 4.070 2.572
H 0.124 2.944 3.726
H -1.935 2.045 2.669
H -0.493 1.017 2.514
H -3.007 2.718 0.607
H -2.152 2.368 -0.907
H -1.631 4.692 1.010
H -2.279 4.727 -0.622
C -3.221 -0.534 0.611
Sb -1.147 -0.386 0.170
C -1.395 -0.142 -1.929
C -2.063 -6.113 -0.243
C -2.327 -7.167 0.553
C -3.469 -7.103 1.448
C -3.756 -8.118 2.284
C -2.916 -9.272 2.279
C -1.832 -9.394 1.449
C -1.498 -8.381 0.535
C -0.371 -8.541 -0.334
Sb 1.449 -7.583 0.622
C 2.786 -8.682 -0.623
C 1.535 -8.910 2.291
H -3.563 -1.459 0.141
H -3.795 0.285 0.178
H -3.397 -0.600 1.682
H -2.095 -0.917 -2.248
H -0.442 -0.280 -2.435
H -1.823 0.817 -2.214
H -1.233 -6.105 -0.937
H -2.706 -5.243 -0.250
H -4.085 -6.214 1.418
H -4.608 -8.078 2.947
H -3.154 -10.091 2.947
H -1.243 -10.301 1.462
H -0.433 -8.043 -1.297
H -0.064 -9.579 -0.442
H 2.656 -9.751 -0.471
H 3.808 -8.408 -0.363
H 2.618 -8.433 -1.670
H 1.447 -9.943 1.959
H 0.758 -8.680 3.017
H 2.505 -8.782 2.773
```

Properties
- Charge: +3
- HOMO-LUMO gap: 6.109 eV
- Strongest force on any atom: 0.3 eV/A

These are the Löwdin partial charges, in e, on atoms 1 to 8: 1.10, -0.13, -0.12, -0.33, -0.12, -0.14, -0.23, -0.16

Below is an isolated ion of composition C11H14BF9NO2 and charge -1, with properties calculated with ωB97M-V/def2-TZVPD.

```
38
C11H14BF9NO2, DFT ωB97M-V/def2-TZVPD
C 1.316 -1.029 3.351
C 1.297 0.338 3.219
C 0.258 1.134 2.452
C -0.013 0.425 1.124
O -0.878 -0.663 1.281
B -2.010 -0.543 0.315
C -2.599 -1.961 -0.210
C -2.059 -2.421 -1.576
N -0.804 -3.211 -1.458
O -1.515 0.433 -0.729
C -0.762 1.270 0.071
C -0.092 2.452 -0.623
F -0.824 2.859 -1.683
F -0.089 3.498 0.270
C 1.393 2.337 -1.053
F 2.192 2.149 0.014
F 1.726 3.568 -1.551
C 1.757 1.349 -2.205
F 0.823 1.349 -3.165
F 2.906 1.823 -2.760
C 2.072 -0.129 -1.847
F 3.013 -0.236 -0.915
F 0.997 -0.798 -1.512
F 2.556 -0.692 -2.969
H 2.089 -1.628 2.868
H 0.571 -1.598 3.899
H 2.115 0.904 3.669
H -0.676 1.284 3.002
H 0.722 2.104 2.261
H 0.962 0.042 0.795
H -2.974 0.085 0.833
H -2.296 -2.724 0.518
H -3.691 -1.984 -0.237
H -2.787 -3.049 -2.097
H -1.825 -1.573 -2.221
H -1.077 -4.134 -1.134
H -0.270 -2.817 -0.690
H -1.522 1.787 0.697
```

Properties
- Charge: -1
- HOMO-LUMO gap: 7.592 eV
- Strongest force on any atom: 2.0 eV/A

These are the Löwdin partial charges, in e, on atoms 1 to 8: -0.01, -0.16, -0.13, -0.32, -0.01, -0.69, -0.12, -0.30

Below is C27H23BrN5O4PtS3 as an isolated structure, with properties calculated with ωB97M-V/def2-TZVPD.

```
64
C27H23BrN5O4PtS3, DFT ωB97M-V/def2-TZVPD
Pt 0.073 0.021 0.398
O -2.093 -0.169 5.239
C -0.763 -0.501 5.108
C 0.120 -0.409 6.172
C 1.450 -0.758 5.989
C 1.890 -1.202 4.753
C 0.994 -1.295 3.696
C -0.336 -0.938 3.855
C -1.326 -1.047 2.698
O -0.741 -1.497 1.544
N -1.991 0.263 2.470
N -1.698 0.956 1.376
C -2.154 2.139 1.192
C -1.892 2.960 0.024
Br -0.623 2.342 -1.270
C -2.451 4.151 -0.205
C -3.505 4.781 0.606
C -3.405 6.143 0.899
C -4.376 6.771 1.660
C -5.472 6.055 2.121
C -5.598 4.709 1.809
C -4.622 4.075 1.055
H -2.288 0.028 6.161
H -0.232 -0.067 7.139
H 2.138 -0.687 6.820
H 2.925 -1.485 4.611
H 1.318 -1.661 2.731
H -2.123 -1.749 2.975
H -2.397 0.741 3.263
H -2.780 2.596 1.955
H -2.093 4.726 -1.053
H -2.554 6.706 0.534
H -4.281 7.824 1.889
H -6.234 6.549 2.708
H -6.464 4.154 2.143
H -4.745 3.034 0.781
O 1.098 -2.445 -4.663
C 2.305 -2.062 -4.226
C 3.370 -2.278 -5.106
C 4.649 -1.916 -4.759
C 4.920 -1.325 -3.518
C 3.889 -1.110 -2.645
C 2.563 -1.468 -2.968
C 1.553 -1.193 -1.959
O 1.833 -0.679 -0.867
N 0.240 -1.557 -2.279
N -0.647 -1.174 -1.397
C -1.874 -1.639 -1.617
S -2.203 -2.777 -2.865
C -4.006 -2.609 -2.726
C -4.337 -2.352 -1.272
S -3.176 -1.101 -0.647
H 0.435 -2.250 -3.978
H 3.150 -2.735 -6.061
H 5.456 -2.092 -5.458
H 5.930 -1.045 -3.255
H 4.068 -0.659 -1.679
H -4.455 -3.533 -3.084
H -4.320 -1.784 -3.365
H -4.218 -3.249 -0.665
H -5.346 -1.964 -1.149
S 3.929 0.811 2.399
C 2.460 1.003 1.861
N 1.336 1.173 1.490
```

Properties
- Charge: +1
- HOMO-LUMO gap (spin up / spin down): 7.530 / 4.658 eV
- Strongest force on any atom: 0.4 eV/A
- Multiplicity: 5

These are the Löwdin partial charges, in e, on atoms 1 to 8: 1.19, 0.04, -0.26, -0.02, -0.07, -0.09, -0.05, -0.10